A molecular structure, C18H46CuN2O12P2. Source: OMol25; level of theory: ωB97M-V/def2-TZVPD.

Values from the calculation:
HOMO, eV: -2.85
LUMO level, eV: 1.769
Gap between HOMO and LUMO, Ha: 0.16988

Geometry as ORCA input:
```
! wB97M-V def2-TZVPD RIJCOSX def2/J DEFGRID3
* xyz -1 1
Cu 15.602 0.776 -0.294
O 16.508 4.261 -0.686
H 17.142 4.142 0.048
O 14.091 0.843 -3.448
H 13.787 0.041 -3.916
C 13.449 -4.101 -2.190
O 14.014 -3.771 -1.159
N 12.978 -5.329 -2.447
C 12.240 -5.662 -3.641
C 13.168 -6.420 -1.451
H 13.319 -3.510 -3.110
H 12.073 -4.910 -4.413
H 11.185 -5.820 -3.415
H 12.503 -6.562 -4.196
H 13.765 -6.209 -0.564
H 12.200 -6.606 -0.985
H 13.515 -7.362 -1.875
C 20.101 -1.921 -2.699
O 19.350 -1.137 -3.242
N 21.196 -2.494 -3.275
C 22.145 -3.333 -2.521
C 21.488 -2.199 -4.674
H 20.030 -2.153 -1.625
H 21.803 -3.394 -1.488
H 23.131 -2.868 -2.512
H 22.115 -4.285 -3.052
H 20.526 -2.125 -5.181
H 21.993 -1.237 -4.754
H 22.140 -3.013 -4.991
C 11.254 -1.719 3.998
C 12.060 -0.476 4.203
O 11.940 0.382 3.021
P 11.466 1.938 3.045
O 11.533 2.619 1.689
O 9.929 1.902 3.713
C 8.855 2.405 2.953
C 7.577 1.993 3.745
O 12.380 2.644 4.242
C 13.665 3.136 3.996
C 14.332 3.801 5.235
H 11.519 -2.328 3.134
H 11.475 -2.273 4.910
H 10.178 -1.551 4.038
H 11.648 0.052 5.062
H 13.101 -0.736 4.395
H 8.943 3.486 2.849
H 8.817 1.908 1.984
H 7.424 0.922 3.614
H 7.765 2.164 4.805
H 6.674 2.501 3.408
H 14.198 2.230 3.708
H 13.648 3.766 3.106
H 13.783 4.734 5.360
H 14.139 3.286 6.176
H 15.368 4.133 5.173
C 23.589 -1.375 3.330
C 23.111 -0.015 2.662
O 21.703 -0.130 2.330
P 20.621 0.705 3.200
O 19.266 0.636 2.576
O 20.664 0.090 4.706
C 20.411 0.893 5.866
C 18.986 0.540 6.233
O 21.214 2.199 3.380
C 21.124 3.090 2.283
C 22.632 3.514 2.079
H 22.965 -1.457 4.220
H 23.528 -2.222 2.647
H 24.628 -1.337 3.656
H 23.218 0.890 3.260
H 23.773 0.231 1.832
H 21.156 0.624 6.615
H 20.519 1.962 5.684
H 18.323 0.647 5.374
H 18.982 -0.442 6.706
H 18.565 1.277 6.917
H 20.752 2.611 1.377
H 20.463 3.926 2.509
H 22.962 4.235 2.826
H 23.325 2.686 2.224
H 22.798 4.015 1.125
*
```


A molecular structure, C18H46N3O4PRuS2Si4Te. Source: OMol25; level of theory: ωB97M-V/def2-TZVPD.

Values from the calculation:
HOMO (spin up / spin down), eV: -9.80 / -10.62
LUMO level (spin up / spin down), eV: -1.952 / -4.402
Expectation value of S²: 8.774
Gap between HOMO and LUMO (spin up / spin down), Ha: 0.28856 / 0.22867

Geometry as ORCA input:
```
! wB97M-V def2-TZVPD RIJCOSX def2/J DEFGRID3
* xyz 1 6
Ru -0.547 2.246 0.380
C -0.135 4.377 6.112
C -1.378 3.891 5.414
O -1.335 4.358 4.034
P -1.830 3.436 2.863
S -1.731 4.421 1.137
S -0.846 1.688 2.767
O -3.338 3.167 3.268
C -4.204 2.365 2.435
C -5.575 2.992 2.436
H -0.145 4.055 7.153
H -0.080 5.464 6.092
H 0.756 3.971 5.635
H -2.291 4.299 5.848
H -1.446 2.801 5.423
H -4.209 1.358 2.855
H -3.785 2.325 1.423
H -5.961 3.080 3.451
H -6.269 2.372 1.867
H -5.545 3.983 1.988
N -4.900 -0.294 -2.259
C -4.358 0.485 -1.155
C -3.044 1.128 -1.559
O -2.512 0.675 -2.666
O -2.516 2.001 -0.894
H -5.331 -1.156 -1.955
H -3.140 -0.020 -2.997
H -5.586 0.227 -2.791
H -4.112 -0.171 -0.316
H -5.014 1.270 -0.766
C -1.729 -3.012 -2.214
Si -0.026 -2.786 -2.969
C 0.602 -4.402 -3.670
C -0.075 -1.501 -4.323
Si 1.452 -2.105 -1.276
Te 0.441 0.058 -0.395
Si 3.632 -1.619 -2.004
C 3.546 -0.578 -3.552
C 4.570 -0.696 -0.678
C 4.457 -3.261 -2.350
Si 1.316 -3.392 0.700
C -0.424 -3.309 1.378
C 2.516 -2.708 1.957
C 1.756 -5.153 0.256
H -2.494 -2.985 -2.992
H -1.956 -2.235 -1.484
H -1.804 -3.975 -1.710
H -0.090 -4.766 -4.432
H 0.695 -5.176 -2.910
H 1.575 -4.279 -4.145
H -0.872 -1.744 -5.031
H 0.861 -1.486 -4.878
H -0.249 -0.500 -3.941
H 2.924 0.306 -3.411
H 3.142 -1.142 -4.392
H 4.547 -0.243 -3.829
H 4.103 0.264 -0.458
H 5.585 -0.498 -1.028
H 4.637 -1.259 0.250
H 3.915 -3.848 -3.090
H 4.548 -3.862 -1.446
H 5.464 -3.091 -2.735
H -0.724 -2.282 1.589
H -0.483 -3.869 2.313
H -1.147 -3.735 0.685
H 2.350 -1.645 2.133
H 3.549 -2.841 1.639
H 2.393 -3.227 2.909
H 1.038 -5.580 -0.444
H 1.749 -5.774 1.154
H 2.747 -5.228 -0.190
N 1.404 4.775 0.526
C 2.661 5.220 0.617
C 3.494 4.146 0.379
C 2.630 3.075 0.154
N 1.359 3.464 0.238
H 0.535 5.258 0.720
H 2.868 6.249 0.847
H 4.567 4.140 0.374
H 2.853 2.044 -0.063
*
```


A molecular structure, C18H46N6O16P2SV. Source: OMol25; level of theory: ωB97M-V/def2-TZVPD.

Values from the calculation:
HOMO (spin up / spin down), eV: -2.07 / -2.07
LUMO level (spin up / spin down), eV: 3.374 / 3.373
Expectation value of S²: 0.766
Gap between HOMO and LUMO (spin up / spin down), Ha: 0.20004 / 0.19998

Geometry as ORCA input:
```
! wB97M-V def2-TZVPD RIJCOSX def2/J DEFGRID3
* xyz -2 2
O -0.533 -0.526 1.159
V -2.005 -0.938 1.379
O -4.266 -1.824 1.416
C -5.244 -2.077 2.406
O -6.362 -2.435 1.934
O -4.931 -1.950 3.580
H -4.817 -1.947 0.629
O -2.354 1.871 4.154
C -2.348 0.528 4.414
O -2.353 -0.221 3.360
O -2.326 0.099 5.560
H -2.302 1.876 3.171
O -0.604 -4.817 2.865
C -1.350 -3.678 3.107
O -1.447 -2.901 2.083
O -1.789 -3.494 4.221
H -0.445 -4.750 1.912
O -3.227 2.871 -0.208
C -2.690 2.054 0.735
O -2.847 0.810 0.597
O -2.070 2.604 1.672
H -3.004 3.716 0.234
O 3.417 0.427 1.237
P 3.196 0.662 2.681
N 2.292 -0.571 3.388
C 1.692 -0.559 4.718
C 2.405 -1.891 2.781
N 2.319 2.047 3.010
C 1.236 2.471 2.145
C 2.382 2.765 4.268
N 4.592 0.775 3.606
C 5.332 -0.417 3.993
C 5.422 1.961 3.472
H 1.699 0.455 5.110
H 2.244 -1.239 5.374
H 0.648 -0.868 4.624
H 2.413 -2.680 3.537
H 3.273 -2.008 2.130
H 1.551 -2.079 2.126
H 0.271 2.044 2.453
H 0.944 3.509 2.357
H 1.428 2.314 1.089
H 3.256 2.457 4.842
H 2.453 3.837 4.056
H 1.522 2.579 4.921
H 5.763 -0.960 3.148
H 6.049 -0.187 4.778
H 4.598 -1.069 4.478
H 4.852 2.885 3.559
H 6.024 1.958 2.555
H 6.178 2.047 4.262
O 1.494 0.318 -4.409
P 0.122 0.825 -4.575
N -0.621 1.344 -3.195
C -1.826 2.173 -3.186
C -0.381 0.687 -1.912
N -0.866 -0.389 -5.216
C -2.256 -0.292 -5.579
C -0.296 -1.691 -5.589
N -0.029 2.134 -5.632
C -0.393 2.016 -7.018
C 0.671 3.329 -5.217
H -2.726 1.592 -2.966
H -1.940 2.610 -4.179
H -1.739 2.960 -2.437
H 0.665 0.419 -1.769
H -0.955 -0.234 -1.826
H -0.720 1.328 -1.101
H -2.434 -0.358 -6.665
H -2.824 -1.147 -5.192
H -2.651 0.648 -5.197
H -0.897 -2.499 -5.168
H -0.290 -1.752 -6.684
H 0.723 -1.716 -5.209
H 0.335 1.488 -7.647
H -1.313 1.439 -7.153
H -0.617 2.990 -7.455
H 1.720 3.323 -5.540
H 0.650 3.403 -4.128
H 0.187 4.238 -5.589
C -1.975 -4.427 -1.046
S -1.801 -2.709 -1.661
O -2.126 -1.870 -0.484
C -0.002 -2.814 -1.878
H -1.397 -4.528 -0.130
H -1.624 -5.148 -1.783
H -3.039 -4.571 -0.871
H 0.486 -2.864 -0.905
H 0.383 -2.017 -2.509
H 0.168 -3.770 -2.377
*
```


4 unconnected molecules or ions with the total composition C18H47N3O7. Source: OMol25; level of theory: ωB97M-V/def2-TZVPD.

Values from the calculation:
SMILES: COCCNCCOC.COCCNCCOC.COCCNCCOC.O
HOMO, eV: -8.25
LUMO level, eV: 0.664
Gap between HOMO and LUMO, Ha: 0.32741

Geometry as ORCA input:
```
! wB97M-V def2-TZVPD RIJCOSX def2/J DEFGRID3
* xyz 0 1
C -3.324 2.059 -6.839
O -2.421 2.492 -5.785
C -2.698 1.917 -4.526
C -2.214 0.502 -4.447
N -2.306 -0.057 -3.101
C -2.419 -1.518 -3.205
C -1.118 -2.253 -3.392
O -0.658 -2.872 -2.139
C 0.667 -3.331 -2.194
H -3.022 2.500 -7.789
H -4.360 2.361 -6.688
H -3.089 1.023 -7.084
H -3.759 2.015 -4.297
H -2.111 2.538 -3.849
H -1.219 0.500 -4.892
H -2.739 -0.004 -5.256
H -3.175 0.276 -2.709
H -3.114 -1.912 -3.946
H -2.720 -1.942 -2.247
H -0.411 -1.589 -3.889
H -1.323 -3.055 -4.102
H 0.889 -3.949 -1.324
H 1.370 -2.508 -2.067
H 0.947 -3.803 -3.135
C -3.814 -8.203 -0.601
O -4.149 -6.821 -0.726
C -5.214 -6.396 0.189
C -4.729 -6.353 1.628
N -3.670 -5.476 2.028
C -3.303 -5.369 3.472
C -2.192 -4.437 3.672
O -2.355 -3.085 3.283
C -1.556 -2.115 3.994
H -3.164 -8.553 -1.403
H -4.696 -8.843 -0.623
H -3.299 -8.377 0.343
H -6.165 -6.929 0.194
H -5.468 -5.384 -0.125
H -4.522 -7.382 1.923
H -5.495 -6.044 2.339
H -2.879 -5.394 1.404
H -3.097 -6.370 3.853
H -4.170 -5.015 4.030
H -1.281 -4.692 3.130
H -1.883 -4.461 4.718
H -1.937 -1.167 3.616
H -0.479 -2.180 3.835
H -1.860 -2.031 5.037
C 7.284 5.974 5.548
O 6.599 4.981 4.709
C 5.585 5.564 3.845
C 4.625 4.509 3.224
N 3.701 5.045 2.141
C 4.465 5.862 1.198
C 3.654 6.098 -0.052
O 4.216 7.264 -0.668
C 5.456 7.062 -1.387
H 7.774 6.781 5.003
H 8.074 5.621 6.210
H 6.414 6.287 6.125
H 6.136 6.215 3.166
H 5.060 6.419 4.269
H 3.957 3.983 3.905
H 5.240 3.689 2.852
H 3.241 4.285 1.661
H 5.390 5.490 0.759
H 4.816 6.811 1.602
H 2.618 6.178 0.276
H 3.587 5.296 -0.787
H 6.175 6.493 -0.798
H 5.861 8.058 -1.568
H 5.121 6.593 -2.312
O 0.463 0.681 0.270
H 0.429 -0.069 0.863
H -0.237 0.520 -0.362
*
```


5 unconnected molecules or ions with the total composition C18H47O18PS5. Source: OMol25; level of theory: ωB97M-V/def2-TZVPD.

Values from the calculation:
HOMO, eV: -10.01
LUMO level, eV: 0.248
Gap between HOMO and LUMO, Ha: 0.37707

Geometry as ORCA input:
```
! wB97M-V def2-TZVPD RIJCOSX def2/J DEFGRID3
* xyz 0 1
C -0.377 5.742 -6.092
C -0.167 4.234 -6.084
O -0.522 3.694 -7.373
P -1.081 2.201 -7.501
O -0.554 1.591 -8.702
C -0.677 1.132 -6.097
C 0.736 1.215 -5.573
O 0.848 0.261 -4.477
S 0.751 1.079 -3.052
O -0.482 1.826 -3.028
O 0.518 -0.106 -1.994
O -2.678 2.326 -7.669
C -3.522 2.065 -6.539
C -3.400 3.095 -5.412
H 0.567 6.249 -5.966
H -0.866 6.055 -7.004
H -1.001 6.043 -5.261
H 0.893 4.067 -5.952
H -0.699 3.789 -5.252
H -1.365 1.204 -5.269
H -0.811 0.130 -6.483
H 1.003 2.189 -5.182
H 1.464 0.930 -6.317
H -0.451 -0.214 -1.888
H -3.419 1.049 -6.179
H -4.536 2.139 -6.907
H -2.900 3.963 -5.822
H -4.384 3.419 -5.101
H -2.888 2.703 -4.543
O -5.135 -0.791 0.880
S -3.751 -0.449 0.986
O -2.904 -0.475 -0.165
O -3.080 -1.332 2.124
C -3.237 -2.767 2.054
C -2.362 -3.387 0.982
C -3.582 1.109 1.785
H -4.288 -3.022 1.910
H -2.940 -3.144 3.031
H -2.688 -3.088 -0.014
H -2.402 -4.474 1.039
H -1.329 -3.061 1.102
H -4.195 1.113 2.682
H -3.927 1.866 1.084
H -2.534 1.267 2.024
O 6.429 -3.430 -2.445
S 6.124 -2.064 -2.739
O 6.163 -1.076 -1.707
O 4.715 -2.003 -3.473
C 3.593 -2.642 -2.824
C 3.056 -1.838 -1.658
C 7.099 -1.516 -4.097
H 3.872 -3.652 -2.519
H 2.830 -2.736 -3.595
H 3.778 -1.794 -0.843
H 2.140 -2.287 -1.277
H 2.849 -0.818 -1.963
H 7.041 -2.253 -4.892
H 8.122 -1.422 -3.738
H 6.726 -0.551 -4.427
O 0.604 -3.532 3.310
S 1.192 -2.233 3.449
O 1.461 -1.423 2.303
O 2.514 -2.359 4.325
C 3.515 -3.304 3.889
C 4.309 -2.805 2.697
C 0.247 -1.293 4.596
H 3.045 -4.267 3.680
H 4.172 -3.442 4.745
H 3.685 -2.731 1.808
H 5.129 -3.490 2.481
H 4.716 -1.814 2.895
H 0.064 -1.891 5.484
H -0.693 -1.043 4.107
H 0.794 -0.387 4.841
O -2.378 0.479 6.568
S -2.951 0.785 7.844
O -3.363 2.118 8.148
O -1.966 0.265 8.981
C -0.592 0.702 8.930
C -0.417 2.135 9.391
C -4.278 -0.320 8.181
H -0.197 0.557 7.923
H -0.052 0.028 9.592
H -0.888 2.835 8.702
H 0.643 2.380 9.455
H -0.875 2.281 10.369
H -3.951 -1.335 7.979
H -5.097 -0.045 7.520
H -4.576 -0.201 9.219
*
```


Number 1: E -110177.313 eV, largest force on an atom 3.75 eV/A. Number 2: E -104417.680 eV, largest force on an atom 0.72 eV/A. Number 3: E -116222.205 eV, largest force on an atom 3.54 eV/A. Number 4: E -38223.504 eV, largest force on an atom 3.10 eV/A. Number 5: E -119747.590 eV, largest force on an atom 1.57 eV/A.